Entry 1:
{
  "formula": "C3H9NO2",
  "method": "ωB97M-V with the def2-TZVPD basis set",
  "lumo_energy_ev": 0.584,
  "homo_lumo_gap_ev": 9.54,
  "symbols": ["C", "C", "C", "N", "O", "O", "H", "H", "H", "H", "H", "H", "H", "H", "H"],
  "positions_angstrom": [[-0.023, -0.175, -0.612], [-0.831, 1.041, -0.953], [0.839, 0.304, 1.224], [-0.742, -1.295, -0.236], [0.977, -0.386, -1.511], [-1.366, -1.098, 0.968], [1.523, -1.135, -1.239], [-0.540, -0.467, 1.431], [-0.189, -2.154, -0.226], [-0.193, 1.922, -0.960], [-1.638, 1.165, -0.237], [-1.254, 0.908, -1.951], [1.526, -0.518, 1.444], [0.493, 0.807, 2.132], [1.416, 1.081, 0.723]],
  "lowdin_charge": [-0.512, -0.010, -0.061, -0.085, 0.062, -0.124, 0.117, 0.087, 0.139, 0.087, 0.090, 0.094, 0.040, 0.040, 0.035]
}


Entry 2:
{
  "formula": "C3H9NO2",
  "method": "ωB97M-V with the def2-TZVPD basis set",
  "lumo_energy_ev": [0.488, 0.488],
  "homo_lumo_gap_ev": [8.22, 8.22],
  "symbols": ["C", "C", "C", "N", "O", "O", "H", "H", "H", "H", "H", "H", "H", "H", "H"],
  "positions_angstrom": [[-0.243, -0.846, 1.348], [0.599, 0.327, -0.918], [-0.464, 0.062, -1.977], [-0.545, 1.387, 1.475], [-0.048, 0.214, 2.051], [0.427, -1.953, 1.675], [1.166, -1.727, 2.260], [-1.133, -0.995, 0.753], [-0.134, 2.107, 2.073], [0.099, 0.957, 0.003], [1.321, 1.068, -1.272], [1.179, -0.574, -0.717], [-0.980, 0.981, -2.251], [-0.031, -0.363, -2.886], [-1.215, -0.644, -1.618]],
  "lowdin_charge": [-0.240, -0.208, -0.170, -0.058, -0.098, 0.106, 0.135, 0.155, 0.028, 0.055, 0.064, 0.056, 0.065, 0.060, 0.050]
}


Entry 3:
{
  "formula": "C3H9NO2",
  "method": "ωB97M-V with the def2-TZVPD basis set",
  "lumo_energy_ev": 0.734,
  "homo_lumo_gap_ev": 9.89,
  "symbols": ["C", "C", "N", "C", "O", "H", "H", "H", "H", "H", "H", "H", "O", "H", "H"],
  "positions_angstrom": [[1.234, 0.079, 1.219], [0.381, -0.236, -0.047], [1.237, -0.342, -1.223], [-0.470, -1.461, 0.237], [-1.503, -1.697, -0.340], [2.025, 0.736, 0.876], [1.614, -0.887, 1.550], [0.634, 0.576, 1.971], [-0.404, 0.513, -0.156], [1.782, -1.196, -1.147], [0.674, -0.395, -2.061], [-0.161, -2.074, 1.099], [-1.978, 2.150, -0.521], [-2.448, 2.782, -1.053], [-2.616, 1.453, -0.404]],
  "lowdin_charge": [-0.051, -0.427, 0.055, -0.237, 0.051, 0.073, 0.066, 0.076, 0.105, 0.077, 0.076, 0.117, -0.042, 0.031, 0.032]
}


Entry 4:
{
  "formula": "C3H9NO2",
  "method": "ωB97M-V with the def2-TZVPD basis set",
  "lumo_energy_ev": 0.802,
  "homo_lumo_gap_ev": 9.85,
  "symbols": ["C", "C", "O", "O", "H", "H", "H", "H", "C", "N", "H", "H", "H", "H", "H"],
  "positions_angstrom": [[1.984, 0.913, 1.394], [0.879, 1.096, 0.409], [1.140, 1.011, -0.829], [-0.392, 1.496, 0.737], [1.496, 1.115, 2.460], [2.689, 1.747, 1.285], [2.208, -0.123, 1.429], [-0.813, 1.757, -0.117], [-1.170, -1.816, -0.785], [-1.663, -0.459, -1.002], [-1.947, -2.519, -0.660], [-0.711, -1.642, 0.163], [-0.389, -2.197, -1.543], [-0.908, 0.106, -1.176], [-2.404, -0.484, -1.766]],
  "lowdin_charge": [0.005, -0.509, 0.009, 0.061, 0.126, 0.100, 0.073, 0.124, -0.185, -0.069, 0.049, 0.049, 0.098, -0.031, 0.099]
}


Entry 5:
{
  "formula": "C3H9NO2",
  "method": "ωB97M-V with the def2-TZVPD basis set",
  "lumo_energy_ev": 0.711,
  "homo_lumo_gap_ev": 9.70,
  "symbols": ["C", "C", "O", "O", "H", "H", "H", "H", "C", "N", "H", "H", "H", "H", "H"],
  "positions_angstrom": [[1.974, 1.600, 0.279], [1.127, 0.518, -0.331], [0.040, 0.589, -0.824], [1.636, -0.686, 0.079], [1.751, 1.617, 1.362], [1.705, 2.614, -0.022], [2.993, 1.270, 0.195], [1.319, -1.379, -0.516], [-2.302, -0.198, 0.466], [-2.021, -1.623, 0.257], [-1.753, 0.053, 1.375], [-3.351, 0.006, 0.672], [-2.185, 0.470, -0.381], [-2.795, -2.052, -0.236], [-1.192, -1.790, -0.299]],
  "lowdin_charge": [0.013, -0.546, 0.087, 0.067, 0.103, 0.092, 0.078, 0.115, -0.212, -0.061, 0.069, 0.064, 0.050, 0.050, 0.032]
}


Entry 6:
{
  "formula": "C3H9NO2",
  "method": "ωB97M-V with the def2-TZVPD basis set",
  "lumo_energy_ev": 0.711,
  "homo_lumo_gap_ev": 9.80,
  "symbols": ["C", "C", "N", "C", "H", "H", "H", "H", "H", "O", "H", "H", "O", "H", "H"],
  "positions_angstrom": [[2.378, -1.900, 0.379], [1.812, -1.013, 1.186], [2.234, 0.375, 1.335], [2.243, 1.112, 0.298], [3.094, -1.758, -0.448], [2.032, -2.918, 0.387], [0.771, -1.137, 1.443], [2.111, 2.179, 0.466], [2.739, 0.895, -0.672], [-1.426, -2.353, 1.101], [-2.032, -1.609, 1.085], [-1.939, -3.080, 1.452], [-4.999, 3.354, -3.292], [-4.139, 3.764, -3.140], [-5.430, 4.102, -3.735]],
  "lowdin_charge": [-0.011, -0.228, -0.023, -0.071, 0.061, 0.039, 0.077, 0.054, 0.084, -0.050, 0.036, 0.032, -0.068, 0.031, 0.037]
}


Entry 7:
{
  "formula": "C3H9NO2",
  "method": "ωB97M-V with the def2-TZVPD basis set",
  "lumo_energy_ev": 0.771,
  "homo_lumo_gap_ev": 10.40,
  "symbols": ["C", "N", "C", "C", "O", "H", "H", "H", "H", "H", "H", "H", "O", "H", "H"],
  "positions_angstrom": [[1.754, -1.618, 0.265], [0.942, -0.814, -0.731], [0.178, 0.421, -0.211], [0.003, 0.288, 1.290], [-0.192, 1.402, -0.824], [2.318, -0.891, 0.907], [2.406, -2.392, -0.409], [1.007, -2.053, 0.817], [1.170, -0.635, -1.796], [-0.540, -0.665, 1.478], [0.948, 0.218, 1.800], [-0.596, 1.143, 1.635], [-3.242, 1.722, -1.787], [-3.768, 1.926, -0.968], [-2.388, 1.950, -1.465]],
  "lowdin_charge": [-0.110, -0.059, -0.451, -0.032, 0.048, 0.077, 0.139, 0.021, 0.159, 0.097, 0.059, 0.090, -0.068, 0.059, -0.026]
}


Entry 8:
{
  "formula": "C3H9NO2",
  "method": "ωB97M-V with the def2-TZVPD basis set",
  "lumo_energy_ev": 0.669,
  "homo_lumo_gap_ev": 10.58,
  "symbols": ["C", "C", "C", "H", "H", "H", "H", "H", "H", "H", "H", "H", "N", "O", "O"],
  "positions_angstrom": [[-1.175, -0.567, -0.780], [-0.190, 0.054, 0.053], [0.421, 1.749, 1.627], [2.193, -3.130, -1.375], [1.303, -1.468, -1.701], [-2.134, 0.075, -0.865], [-1.386, -1.741, -0.623], [-0.809, -0.210, -1.755], [-1.742, 1.028, 1.080], [1.376, 1.404, 1.298], [0.394, 2.833, 1.609], [0.158, 1.628, 2.710], [-0.691, 1.021, 0.900], [1.256, -2.530, -1.993], [1.026, -0.145, -0.184]],
  "lowdin_charge": [-0.050, -0.585, -0.049, 0.209, 0.062, 0.100, 0.153, 0.095, 0.168, 0.064, 0.066, 0.088, 0.016, -0.312, -0.022]
}